No. 1
C16H32Cl16 | ωB97M-V/def2-TZVPD

**HOMO (alpha / beta)**: -12.031 / -12.028 eV
**Relative energy (zero: lowest compared OMol25 entry of this formula, charge and spin)**: 57.16 kJ/mol
**Lowest unoccupied orbital energy (alpha / beta)**: -2.657 / -10.364 eV
**E**: -7991.5146 a.u.
**Gap between HOMO and LUMO (alpha / beta)**: 9.37 / 1.66 eV
**Maximum force**: 2.1 eV/A
**<S²>**: 0.754

```
! wB97M-V def2-TZVPD RIJCOSX def2/J DEFGRID3
* xyz 1 2
Cl -9.47 18.23 1.01
C -10.07 17.24 2.32
C -9.01 17.07 3.43
Cl -7.56 16.08 2.92
H -10.08 16.25 1.85
H -10.97 17.69 2.73
H -9.51 16.75 4.34
H -8.61 18.05 3.66
Cl -15.24 14.34 0.05
C -13.75 15.04 -0.49
C -13.74 16.59 -0.43
Cl -12.15 17.21 -0.78
H -13.51 14.71 -1.50
H -12.96 14.74 0.20
H -13.95 16.97 0.57
H -14.46 16.97 -1.16
Cl -11.73 14.28 3.09
C -13.48 13.99 3.40
C -13.71 13.17 4.62
Cl -12.88 11.57 4.51
H -13.84 13.43 2.54
H -14.01 14.94 3.44
H -14.78 12.99 4.79
H -13.34 13.66 5.51
Cl -20.01 12.95 -0.28
C -18.53 13.10 0.63
C -18.62 13.68 2.04
Cl -17.04 13.30 2.84
H -17.82 13.58 -0.04
H -18.18 12.09 0.85
H -19.41 13.23 2.64
H -18.85 14.74 2.06
Cl -16.57 11.41 7.70
C -18.20 12.12 7.54
C -18.26 13.15 6.37
Cl -19.86 13.14 5.45
H -18.56 12.43 8.52
H -18.89 11.31 7.28
H -17.43 13.07 5.67
H -18.08 14.18 6.69
Cl -10.23 11.27 7.67
C -10.47 12.78 8.56
C -11.41 13.85 8.02
Cl -10.56 14.73 6.69
H -9.52 13.26 8.82
H -10.93 12.53 9.51
H -11.70 14.53 8.83
H -12.27 13.28 7.66
Cl -9.24 11.61 -1.64
C -9.67 11.35 0.07
C -10.92 12.15 0.54
Cl -12.46 11.43 -0.22
H -8.82 11.75 0.63
H -9.70 10.27 0.24
H -10.87 13.23 0.36
H -10.95 12.05 1.62
Cl -11.99 8.18 8.12
C -13.34 8.97 7.27
C -14.38 7.98 6.75
Cl -13.67 6.87 5.50
H -12.93 9.51 6.41
H -13.82 9.63 7.98
H -15.23 8.55 6.38
H -14.71 7.33 7.56
*
```

No. 2
C34H32NO2 | ωB97M-V/def2-TZVPD

**HOMO**: -9.203 eV
**Relative energy (zero: lowest compared OMol25 entry of this formula, charge and spin)**: 194.62 kJ/mol
**Lowest unoccupied orbital energy**: -5.247 eV
**E**: -1519.6867 a.u.
**Gap between HOMO and LUMO**: 3.96 eV
**Maximum force**: 2.3 eV/A

```
! wB97M-V def2-TZVPD RIJCOSX def2/J DEFGRID3
* xyz 1 1
C -4.33 3.71 2.48
N -3.26 3.17 1.67
C -1.96 3.78 1.89
C -3.43 2.15 0.80
C -4.73 1.69 0.47
C -4.90 0.71 -0.50
C -3.77 0.13 -1.17
C -3.98 -0.80 -2.23
C -3.04 -1.20 -3.17
C -3.27 -2.19 -4.21
C -2.19 -2.18 -5.11
C -1.25 -1.18 -4.67
C -1.73 -0.61 -3.47
C -2.47 0.51 -0.72
C -2.30 1.54 0.18
H -5.11 2.97 2.65
H -3.90 4.01 3.45
H -4.78 4.60 2.02
H -1.41 3.88 0.94
H -2.13 4.78 2.31
H -1.35 3.20 2.59
H -5.61 2.13 0.93
H -5.90 0.38 -0.78
H -5.01 -1.14 -2.37
H -4.19 -2.76 -4.29
H -2.09 -2.77 -6.01
H -0.35 -0.89 -5.20
H -1.31 0.26 -2.96
H -1.59 0.00 -1.10
H -1.29 1.89 0.42
C 4.19 -6.59 -2.50
O 4.10 -5.16 -2.42
C 3.21 -4.53 -1.61
C 3.15 -3.11 -1.69
C 2.13 -2.43 -1.08
C 1.11 -3.10 -0.33
C 0.05 -2.31 0.18
C -1.03 -2.78 1.00
C -1.56 -1.94 2.04
C -2.57 -2.37 2.87
C -3.09 -3.66 2.71
O -4.16 -4.07 3.48
C -3.89 -4.64 4.73
C -4.15 -3.87 5.86
C -3.83 -4.39 7.11
C -3.28 -5.67 7.23
C -3.06 -6.44 6.08
C -3.35 -5.93 4.81
C -2.58 -4.53 1.74
C -1.59 -4.08 0.88
C 1.32 -4.50 -0.09
C 2.30 -5.21 -0.76
H 4.98 -6.76 -3.22
H 4.47 -7.03 -1.53
H 3.26 -7.05 -2.85
H 3.89 -2.61 -2.32
H 2.11 -1.33 -1.13
H 0.20 -1.23 0.15
H -1.08 -0.98 2.22
H -3.00 -1.71 3.63
H -4.59 -2.89 5.72
H -4.01 -3.77 8.00
H -3.05 -6.08 8.21
H -2.66 -7.46 6.16
H -3.17 -6.50 3.90
H -3.00 -5.53 1.67
H -1.20 -4.77 0.12
H 0.74 -5.02 0.67
H 2.36 -6.30 -0.69
*
```

No. 3
C5H7NO | ωB97M-V/def2-TZVPD

**HOMO**: -9.542 eV
**Relative energy (zero: lowest compared OMol25 entry of this formula, charge and spin)**: 125.40 kJ/mol
**Lowest unoccupied orbital energy**: 0.786 eV
**E**: -324.6767 a.u.
**Gap between HOMO and LUMO**: 10.33 eV
**Maximum force**: 0.4 eV/A

```
! wB97M-V def2-TZVPD RIJCOSX def2/J DEFGRID3
* xyz 0 1
C -0.05 -0.90 1.80
C -0.02 -0.42 0.39
C 1.26 -0.12 -0.37
O 0.86 0.03 -1.72
C -0.36 0.65 -1.57
N -0.60 1.71 -2.20
C -1.02 0.01 -0.40
H -1.04 -0.80 2.24
H 0.65 -0.32 2.41
H 0.26 -1.95 1.87
H 2.08 -0.83 -0.28
H 1.61 0.88 -0.05
H -1.48 2.11 -1.86
H -2.08 0.03 -0.17
*
```